An isolated molecule of C2HO4P at a distorted geometry, computed with ωB97M-V with the def2-TZVPD basis set.

ORCA input file:
```
! RIJCOSX wB97M-V def2-TZVPD def2/J DEFGRID3
* xyz 0 1
C -2.051 -1.232 0.170
C -2.098 0.950 0.132
O -3.084 -1.677 -0.189
O -2.748 1.844 -0.215
O -0.863 -1.414 0.418
O -0.859 1.278 0.743
P 0.175 0.119 1.159
H 0.770 0.013 -0.103
*
```

Properties
DFT total energy ... -19566.7643 eV
LUMO energy ... -1.1 eV
Relative energy (zero: lowest compared OMol25 entry of this formula, charge and spin) ... 1.243 eV


A structure of composition C22H25N11OSTi, computed with ωB97M-V with the def2-TZVPD basis set.

ORCA input file:
```
! RIJCOSX wB97M-V def2-TZVPD def2/J DEFGRID3
* xyz 0 3
Ti 0.973 0.484 1.144
N -2.709 2.344 2.727
C -1.688 1.468 2.435
S -0.069 1.979 2.841
N -2.023 0.345 1.878
N -0.926 -0.471 1.615
C -1.132 -1.720 1.821
C -0.099 -2.726 1.751
C -0.455 -4.083 1.701
C 0.497 -5.074 1.697
C 1.849 -4.717 1.774
C 2.225 -3.396 1.853
C 1.267 -2.370 1.834
O 1.650 -1.114 1.915
H -2.458 3.069 3.379
H -3.612 1.920 2.880
H -2.139 -2.024 2.111
H -1.508 -4.338 1.664
H 0.206 -6.114 1.647
H 2.611 -5.486 1.779
H 3.265 -3.106 1.924
N -0.139 -1.405 -1.483
C 1.118 -0.928 -1.740
N 1.623 -1.233 -2.926
C 2.846 -0.707 -3.157
N 3.390 -1.003 -4.367
N 3.534 0.068 -2.345
C 2.924 0.365 -1.177
N 1.696 -0.151 -0.820
C 3.524 1.245 -0.253
C 4.798 1.826 -0.458
C 5.305 2.684 0.469
C 4.546 2.984 1.628
C 3.325 2.389 1.780
N 2.795 1.528 0.886
H -0.391 -2.196 -2.054
H -0.404 -1.472 -0.512
H 2.976 -1.758 -4.883
H 4.365 -0.801 -4.494
H 5.333 1.566 -1.360
H 6.279 3.136 0.327
H 4.915 3.664 2.382
H 2.720 2.593 2.656
N -0.184 1.765 -0.275
C -1.234 1.809 -0.765
N -2.389 1.900 -1.368
C -2.805 0.827 -2.283
C -3.671 -0.195 -1.548
C -4.592 0.488 -0.515
C -4.793 1.964 -0.847
C -3.465 2.713 -0.757
H -1.914 0.367 -2.706
H -3.357 1.301 -3.095
H -3.021 -0.910 -1.042
H -4.251 -0.749 -2.289
H -4.136 0.411 0.474
H -5.555 -0.021 -0.470
H -5.494 2.429 -0.153
H -5.224 2.072 -1.846
H -3.201 2.889 0.286
H -3.517 3.676 -1.269
*
```

Properties
DFT total energy ... -75613.9046 eV
LUMO energy (alpha / beta) ... 0.3 / 0.2 eV
Relative energy (zero: lowest compared OMol25 entry of this formula, charge and spin) ... 0.000 eV


A cluster of 2 separate species, C5H16NO in total at a distorted geometry, computed with ωB97M-V with the def2-TZVPD basis set.

ORCA input file:
```
! RIJCOSX wB97M-V def2-TZVPD def2/J DEFGRID3
* xyz 1 1
C -0.059 0.959 0.561
C 0.545 -0.008 -0.473
C 2.048 -0.232 -0.025
C 0.377 0.392 -1.946
C 0.135 -0.805 -2.804
N -1.556 0.408 0.873
H 0.404 0.934 1.648
H -0.267 2.060 0.245
H 0.298 -1.125 -0.323
H 2.454 -1.171 -0.579
H 1.988 -0.313 1.129
H 2.686 0.585 -0.170
H 1.211 1.057 -2.326
H -0.602 0.964 -2.008
H -0.801 -1.432 -2.635
H 1.126 -1.543 -2.863
H 0.013 -0.606 -3.838
H -1.654 0.488 1.933
H -1.683 -0.565 0.646
H -2.262 1.044 0.491
H -0.932 -0.848 3.981
H -1.799 0.081 4.695
O -1.670 -0.323 3.786
*
```

Properties
DFT total energy ... -8974.3627 eV
LUMO energy ... -3.2 eV
Relative energy (zero: lowest compared OMol25 entry of this formula, charge and spin) ... 2.152 eV


A cluster of 2 separate species, C6H12O2 in total at a distorted geometry, computed with ωB97M-V with the def2-TZVPD basis set.

ORCA input file:
```
! RIJCOSX wB97M-V def2-TZVPD def2/J DEFGRID3
* xyz 1 2
O -3.292 1.112 -1.075
C -2.740 0.073 -1.272
C -1.251 -0.102 -1.451
C -0.526 -0.553 -0.194
C 0.897 -0.760 -0.382
C 1.824 -1.227 0.568
C 3.206 -1.570 0.259
H -3.312 -0.877 -1.291
H -1.051 -0.755 -2.272
H -0.825 0.787 -1.893
H -0.552 0.274 0.509
H -1.050 -1.380 0.287
H 1.321 -0.609 -1.377
H 1.473 -1.483 1.566
H 3.316 -2.384 -0.462
H 3.756 -1.793 1.173
H 3.746 -0.748 -0.239
H -1.886 4.365 1.866
H -1.632 3.928 3.295
O -1.423 3.700 2.385
*
```

Properties
DFT total energy ... -10501.3441 eV
LUMO energy (alpha / beta) ... -5.1 / -8.5 eV
Relative energy (zero: lowest compared OMol25 entry of this formula, charge and spin) ... 1.755 eV


A cluster of 2 separate species, C35H40N5O3S in total at a distorted geometry, computed with ωB97M-V with the def2-TZVPD basis set.

ORCA input file:
```
! RIJCOSX wB97M-V def2-TZVPD def2/J DEFGRID3
* xyz 1 1
C 0.822 -2.045 6.272
N 1.155 -1.753 4.897
C 2.204 -2.367 4.272
O 2.974 -3.170 4.792
C 2.233 -1.865 2.828
C 2.083 -3.007 1.820
C 3.231 -3.996 1.862
C 2.981 -5.355 2.086
C 4.044 -6.254 2.201
C 5.362 -5.799 2.047
C 5.608 -4.448 1.777
C 4.542 -3.546 1.680
N 1.119 -0.908 2.804
C 0.811 -0.223 1.687
C -0.230 0.697 1.607
C -0.613 1.383 0.460
C -1.549 2.485 0.470
C -2.276 2.848 1.637
C -3.266 3.843 1.586
N -4.021 4.103 2.769
O -4.960 4.931 2.718
O -3.720 3.488 3.818
C -3.554 4.545 0.401
C -2.794 4.257 -0.733
C -1.809 3.273 -0.690
C 0.393 -0.805 4.088
C -1.069 -1.266 3.963
C 0.469 0.589 4.735
H 1.518 -2.801 6.648
H 0.897 -1.141 6.886
H -0.202 -2.425 6.338
H 3.191 -1.341 2.648
H 1.141 -3.537 2.035
H 1.992 -2.567 0.813
H 1.942 -5.682 2.198
H 3.835 -7.306 2.410
H 6.194 -6.500 2.124
H 6.628 -4.081 1.642
H 4.710 -2.485 1.481
H 1.458 -0.402 0.821
H -0.784 0.890 2.522
H -0.205 1.067 -0.502
H -2.112 2.336 2.586
H -4.346 5.289 0.408
H -2.977 4.798 -1.663
H -1.209 3.069 -1.574
H -1.109 -2.281 3.544
H -1.533 -1.264 4.958
H -1.644 -0.598 3.316
H 1.518 0.861 4.911
H 0.007 1.362 4.117
H -0.062 0.561 5.695
C 1.754 3.172 -1.795
C 1.810 1.945 -2.689
C 2.974 2.099 -3.668
C 0.493 1.750 -3.459
C 0.618 0.875 -4.686
C -0.702 0.735 -5.396
N -1.780 0.507 -4.433
C -3.067 0.153 -4.849
C -3.981 0.145 -3.797
C -5.327 -0.110 -4.079
C -5.703 -0.486 -5.382
C -4.755 -0.519 -6.416
C -3.434 -0.122 -6.166
S -3.188 0.524 -2.284
C -1.642 0.804 -3.108
N -0.554 1.264 -2.557
H 1.537 4.069 -2.388
H 1.001 3.080 -1.011
H 2.719 3.328 -1.302
H 1.973 1.047 -2.071
H 2.786 2.960 -4.327
H 3.914 2.281 -3.137
H 3.108 1.205 -4.285
H 0.216 2.764 -3.819
H 1.329 1.316 -5.393
H 1.005 -0.110 -4.393
H -0.932 1.635 -5.992
H -0.672 -0.124 -6.070
H -6.059 -0.012 -3.282
H -6.739 -0.754 -5.604
H -5.030 -0.847 -7.421
H -2.689 -0.029 -6.959
*
```

Properties
DFT total energy ... -61364.2490 eV
LUMO energy ... -4.7 eV


The ion C4H7N2 with charge +1 at a distorted geometry, computed with ωB97M-V with the def2-TZVPD basis set.

ORCA input file:
```
! RIJCOSX wB97M-V def2-TZVPD def2/J DEFGRID3
* xyz 1 3
C -0.960 -0.751 0.244
C 0.232 1.199 -0.208
C -1.164 0.786 0.280
C 0.494 -1.175 -0.073
N 2.355 0.271 -0.485
N 1.111 0.014 -0.317
H -1.010 -1.220 1.321
H -1.747 -1.392 -0.217
H 0.352 1.972 -0.983
H 0.657 1.807 0.603
H -1.877 1.583 0.477
H 0.975 -2.132 -0.347
H 2.831 -0.585 -0.668
*
```

Properties
DFT total energy ... -7229.1624 eV
LUMO energy (alpha / beta) ... -5.2 / -7.0 eV
Relative energy (zero: lowest compared OMol25 entry of this formula, charge and spin) ... 1.570 eV


A structure of composition C7H9N at a distorted geometry, computed with ωB97M-V with the def2-TZVPD basis set.

ORCA input file:
```
! RIJCOSX wB97M-V def2-TZVPD def2/J DEFGRID3
* xyz 0 1
C 0.693 1.779 0.159
C 1.395 -0.507 -0.668
C 0.836 -1.809 -0.195
C -0.381 -1.582 0.377
C -0.677 -0.086 0.383
C -1.995 -0.022 -0.314
C -3.226 -0.091 -0.505
H 0.759 1.854 1.442
H 0.057 2.603 -0.124
H 1.955 1.960 -0.250
H 1.912 -0.556 -1.566
H 2.392 0.039 -0.060
H 1.705 -2.606 -0.043
H -1.046 -2.083 1.301
H -0.526 0.463 1.280
H -4.182 0.186 -0.633
N 0.327 0.458 -0.583
*
```

Properties
DFT total energy ... -8887.8230 eV
LUMO energy ... 1.0 eV
Relative energy (zero: lowest compared OMol25 entry of this formula, charge and spin) ... 7.333 eV